A cluster of 2 separate species, C4H12 in total in a non-equilibrium geometry, computed with wB97M-V/def2-TZVPD.

## Properties
Energy above the lowest of the compared OMol25 structures with the same formula, charge and spin, kcal/mol: 39.6
Total charge: 0
SMILES string: CC.CC
Highest occupied orbital energy, eV: -10.597
M, Da: 60.14
E_tot, eV: -4340.8112

XYZ file:
```
16
Properties=species:S:1:pos:R:3:forces:R:3
C -0.17742 -1.10518 -1.05164 -2.22 0.42 0.32
C -0.04047 -1.68151 -2.44678 -1.29 -1.85 -0.91
H -1.23792 -0.73630 -0.77972 1.30 -0.26 -1.25
H -0.06734 -1.65047 -0.11963 1.20 -0.69 -0.34
H 0.43567 -0.24796 -1.11969 0.59 0.94 0.70
H -0.94176 -1.40785 -2.97665 -0.09 0.75 -0.54
H 0.81970 -1.40397 -3.07360 -0.14 0.19 0.70
H -0.17737 -2.76881 -2.59398 0.58 0.10 0.74
C 0.17542 0.71894 1.45099 -1.74 -1.64 -1.82
C 0.12042 2.07605 2.08059 -3.19 0.06 0.56
H -0.94205 0.34032 1.10413 2.56 0.59 1.93
H 0.58295 0.50833 0.47644 0.78 1.49 -0.42
H 0.82120 0.04634 1.99291 -0.72 -0.76 0.92
H -0.26678 2.80866 1.34828 0.36 -0.05 0.52
H 0.93237 2.46691 2.66197 0.81 -0.09 -0.20
H -0.72866 1.91679 2.84913 1.21 0.79 -0.92
```
Forces are in eV/Å.